1.
{
  "formula": "C13H20ClNOS",
  "method": "ωB97M-V/def2-TZVPD",
  "fmax_ev_per_a": 18.12,
  "total_energy_ev": -40687.26234,
  "multiplicity": 1,
  "orbital_gap_ev": 7.90,
  "total_charge": 0,
  "homo_energy_ev": -7.896,
  "e_above_lowest_kj_mol": 1248.1,
  "smiles": "COCCNCCCCSc1ccc(Cl)cc1",
  "species": ["C", "O", "C", "C", "N", "H", "C", "C", "C", "C", "H", "H", "S", "C", "C", "C", "C", "C", "C", "H", "H", "Cl", "H", "H", "H", "H", "H", "H", "H", "H", "H", "H", "H", "H", "H", "H", "H"],
  "positions_angstrom": [[4.041821, 1.285536, -1.617483], [3.288569, 1.316087, -0.591961], [3.897838, 1.034060, 0.603463], [3.954828, -0.609532, 0.809850], [2.689361, -1.487988, 0.860173], [2.026421, -0.902398, 1.731446], [1.826703, -1.670816, -0.049598], [0.447347, -1.911712, -0.048458], [-0.429346, -0.777417, 0.575817], [-0.373507, 0.390348, -0.222390], [-0.746531, 0.401134, -1.222700], [0.443047, 1.049407, -0.323524], [-1.544218, 1.511490, 0.317005], [-3.150899, 1.082949, 0.240100], [-3.458710, -0.101573, -0.752710], [-4.815647, -0.583321, -0.624706], [-5.734533, -0.094439, -0.003957], [-5.547126, 1.102488, 0.844955], [-4.110426, 1.719525, 0.828077], [-4.024799, 2.503154, 1.645466], [-6.360804, 1.631864, 1.207579], [-7.507927, -0.424174, -0.059594], [-4.962275, -1.278708, -1.335014], [-2.731481, -0.523790, -1.012104], [0.000202, -0.350781, 1.413853], [-1.309992, -1.152561, 0.807075], [0.021187, -2.446646, -0.863537], [0.500136, -2.613881, 0.735130], [1.847593, -0.710536, -0.773744], [2.443746, -2.412442, -0.665735], [4.451394, -0.908203, -0.053727], [4.469641, -0.745433, 1.613322], [4.752791, 1.466974, 0.747719], [3.056288, 1.213020, 1.386672], [4.849373, 1.835380, -1.530914], [4.349279, 0.466732, -1.905235], [3.450652, 1.696210, -2.710604]],
  "forces_ev_per_angstrom": [[-4.25, 6.28, -6.15], [-4.40, 0.99, 3.60], [-8.46, -5.93, 1.99], [-4.47, 2.11, -5.15], [2.79, 5.38, 13.63], [2.61, -2.04, -2.33], [1.92, 2.43, -13.58], [-2.77, -0.98, 4.29], [5.52, -1.74, -2.21], [-2.92, 1.43, -3.57], [0.45, -1.49, -1.57], [1.67, 0.12, 0.54], [0.67, 5.72, 3.11], [1.64, -6.79, -6.19], [-12.36, 9.41, 9.33], [11.28, -2.95, -6.36], [-9.40, 9.07, 8.95], [5.80, -1.36, -3.56], [-8.31, 0.87, 4.64], [0.42, -0.74, -1.53], [-1.23, 0.76, 0.98], [1.04, -0.74, -0.46], [-0.98, -3.03, -2.07], [10.22, -6.70, -4.78], [0.99, -0.30, 2.71], [-4.39, -1.35, 0.83], [-0.06, 0.20, -1.01], [-1.33, -1.98, 1.40], [0.28, -1.24, 0.38], [-1.68, 0.11, -0.55], [1.28, -1.11, -1.38], [3.06, -1.38, 4.97], [5.11, 2.59, 1.01], [1.79, 0.73, -0.90], [4.26, 3.49, 0.37], [2.79, -9.02, -2.68], [1.41, -0.85, 3.30]]
}

2.
{
  "formula": "C13H20FN2",
  "method": "ωB97M-V/def2-TZVPD",
  "fmax_ev_per_a": 0.32,
  "total_energy_ev": -19496.55206,
  "multiplicity": 1,
  "orbital_gap_ev": 9.69,
  "total_charge": 1,
  "homo_energy_ev": -12.333,
  "e_above_lowest_kj_mol": 0.0,
  "species": ["C", "C", "N", "C", "N", "C", "C", "C", "C", "H", "H", "H", "H", "H", "H", "H", "H", "H", "H", "H", "H", "H", "H", "H", "F", "C", "C", "C", "C", "C", "C", "H", "H", "H", "H", "H"],
  "positions_angstrom": [[2.994455, -1.605714, -1.725206], [2.940658, -0.105994, -1.806664], [3.693259, 0.489679, -2.635287], [2.051267, 0.669341, -0.840182], [0.576633, 0.448588, -1.035350], [0.004478, -0.879016, -0.591344], [-0.647318, -1.543691, -1.803623], [-0.497935, -0.566051, -2.988252], [0.092571, 0.735237, -2.446455], [3.399143, -1.915322, -0.759177], [2.019541, -2.074497, -1.839009], [3.649230, -1.969669, -2.510982], [3.622729, 1.506255, -2.582162], [2.215506, 1.733641, -0.997956], [2.263917, 0.436129, 0.203211], [0.106433, 1.107837, -0.416127], [0.776656, -1.475031, -0.118469], [-0.729927, -0.626879, 0.170192], [-1.689037, -1.760517, -1.583009], [-0.162942, -2.488249, -2.036121], [-1.450456, -0.371197, -3.473349], [0.169094, -0.989685, -3.735414], [-0.629221, 1.544986, -2.378473], [0.946120, 1.075090, -3.024896], [-0.796600, 1.674441, 1.278345], [-1.484073, 1.188393, 2.369352], [-0.810746, 1.082360, 3.564814], [-1.511981, 0.582537, 4.654392], [-2.842270, 0.208535, 4.523316], [-3.484825, 0.335270, 3.299931], [-2.802966, 0.833858, 2.197078], [0.222691, 1.390957, 3.642364], [-1.013619, 0.491363, 5.609847], [-3.380914, -0.176295, 5.377959], [-4.523909, 0.052749, 3.199439], [-3.285641, 0.960562, 1.237268]],
  "forces_ev_per_angstrom": [[0.06, 0.09, -0.01], [0.12, 0.12, -0.11], [-0.16, -0.14, 0.15], [0.01, -0.06, -0.06], [-0.25, 0.07, -0.06], [-0.22, -0.14, 0.18], [0.08, 0.14, -0.05], [0.06, -0.05, 0.02], [0.06, -0.09, 0.07], [-0.03, 0.00, 0.04], [-0.07, -0.02, -0.03], [0.03, -0.01, 0.00], [-0.03, 0.00, 0.00], [-0.01, 0.04, 0.07], [0.06, -0.09, -0.01], [0.20, 0.24, 0.05], [0.14, 0.04, -0.03], [-0.02, -0.12, 0.04], [-0.03, 0.01, -0.04], [-0.02, -0.06, 0.04], [-0.01, -0.02, -0.03], [0.00, 0.02, -0.05], [-0.06, -0.03, -0.01], [-0.01, 0.07, -0.03], [0.09, 0.03, -0.15], [-0.03, -0.05, 0.03], [0.00, -0.01, -0.01], [0.00, 0.00, 0.01], [0.00, 0.00, -0.01], [-0.01, 0.00, 0.00], [0.01, 0.00, 0.00], [0.00, 0.01, 0.00], [0.00, 0.00, 0.00], [0.00, 0.00, 0.00], [0.00, 0.00, 0.00], [0.00, 0.00, 0.00]]
}

3.
{
  "formula": "C13H20N2",
  "method": "ωB97M-V/def2-TZVPD",
  "fmax_ev_per_a": 2.45,
  "total_energy_ev": -16785.86507,
  "multiplicity": 1,
  "orbital_gap_ev": 8.38,
  "total_charge": 0,
  "homo_energy_ev": -7.542,
  "e_above_lowest_kj_mol": 27.6,
  "smiles": "NC1=C2CCCCC2=N[C@@H]2CCCC[C@@H]12",
  "species": ["N", "C", "C", "C", "N", "C", "C", "C", "C", "C", "C", "C", "C", "C", "C", "H", "H", "H", "H", "H", "H", "H", "H", "H", "H", "H", "H", "H", "H", "H", "H", "H", "H", "H", "H"],
  "positions_angstrom": [[-0.643051, -1.213659, 0.822413], [-1.435352, -0.230966, 0.496963], [-1.006944, 0.887400, -0.337453], [0.358072, 1.072539, -0.541672], [0.819698, 2.185703, -1.213071], [-2.758930, -0.225316, 1.186682], [-2.059698, 1.894392, -0.787574], [-3.758986, 0.798914, 0.645347], [-3.073685, 2.107944, 0.357059], [2.721956, -2.617836, -0.052177], [3.477998, -1.301357, -0.343865], [1.524439, -2.366582, 0.841857], [2.623385, -0.095022, -0.818101], [0.631991, -1.322484, 0.084530], [1.323502, 0.063383, 0.003430], [1.716559, 2.562584, -0.952523], [0.170437, 2.843497, -1.585790], [-2.568961, -0.075658, 2.244448], [-3.162091, -1.223962, 1.070152], [-1.653925, 2.868947, -1.039705], [-2.616345, 1.553249, -1.669523], [-4.517968, 0.991983, 1.434714], [-4.239972, 0.432297, -0.283559], [-2.563897, 2.477292, 1.254741], [-3.771953, 2.892472, 0.064082], [3.447285, -3.360126, 0.376145], [2.354733, -3.079970, -0.977767], [3.968052, -1.027415, 0.566181], [4.272608, -1.421238, -1.079302], [1.839140, -1.960036, 1.818515], [0.945723, -3.278422, 1.038458], [2.378869, -0.295701, -1.896273], [3.269338, 0.811638, -0.840702], [0.417713, -1.688771, -0.934898], [1.570260, 0.340288, 1.048237]],
  "forces_ev_per_angstrom": [[-0.74, 0.42, -1.01], [2.16, -1.01, 0.43], [1.12, 0.51, -0.80], [-2.43, 0.26, 0.03], [0.81, -0.67, 0.21], [-0.58, 0.09, -0.48], [-0.07, -0.18, 0.83], [-0.54, 0.10, 0.75], [0.43, 0.32, -0.64], [0.89, -0.46, -0.22], [-0.47, 0.18, -0.29], [-0.29, 0.80, -0.66], [0.09, -0.48, -0.80], [-0.39, 0.34, 1.68], [0.67, -0.74, -0.10], [-0.02, -0.13, -0.14], [-0.27, 0.19, 0.08], [-0.04, 0.12, 0.22], [-0.10, -0.25, 0.20], [0.32, 0.10, -0.11], [0.13, -0.06, 0.03], [0.10, -0.40, -0.66], [0.06, 0.11, 0.54], [0.09, -0.08, -0.08], [-0.21, -0.07, -0.01], [-0.60, 0.64, -0.22], [0.11, 0.14, -0.02], [0.41, 0.28, 0.80], [0.04, -0.30, -0.05], [-0.20, -0.01, -0.30], [0.07, 0.27, -0.14], [-0.15, 0.29, 0.85], [-0.46, -0.46, 0.21], [0.07, 0.08, 0.14], [0.01, 0.04, -0.26]]
}